Record 1
The following is a quantum chemistry calculation of a 12-piece molecular cluster, C48H60N12 overall, from the OMol25 dataset.

The geometry in XYZ format:
```
120
Properties=species:S:1:pos:R:3
C 4.673 -3.088 0.313
C 4.623 -4.410 -0.160
C 5.395 -5.187 0.712
N 5.818 -4.352 1.705
C 5.451 -3.071 1.452
H 4.188 -2.204 -0.068
H 3.947 -4.686 -0.954
H 5.644 -6.233 0.756
H 6.348 -4.682 2.490
H 5.750 -2.257 2.092
C -3.942 0.292 2.075
C -4.011 -0.837 2.914
C -5.261 -1.408 2.731
N -5.921 -0.655 1.786
C -5.140 0.402 1.435
H -3.099 0.946 1.911
H -3.258 -1.248 3.567
H -5.772 -2.226 3.209
H -6.840 -0.836 1.435
H -5.580 1.119 0.762
C -5.438 0.639 -3.590
C -4.295 0.260 -4.336
C -4.298 0.962 -5.518
N -5.429 1.743 -5.511
C -6.135 1.534 -4.359
H -5.755 0.348 -2.601
H -3.515 -0.418 -4.028
H -3.604 1.078 -6.333
H -5.691 2.478 -6.142
H -7.050 2.082 -4.207
C 2.071 -3.900 4.581
C 0.735 -3.785 4.117
C 0.713 -4.097 2.777
N 2.015 -4.397 2.395
C 2.804 -4.262 3.503
H 2.398 -3.676 5.584
H -0.097 -3.449 4.715
H -0.040 -4.099 2.007
H 2.345 -4.605 1.470
H 3.849 -4.502 3.382
C -4.031 2.972 -0.574
C -3.701 3.886 0.450
C -2.322 3.939 0.518
N -1.843 3.019 -0.378
C -2.854 2.373 -1.002
H -5.003 2.745 -0.986
H -4.370 4.491 1.041
H -1.682 4.532 1.147
H -0.854 2.890 -0.568
H -2.681 1.637 -1.768
C -1.046 -1.060 -0.026
C 0.228 -1.284 0.533
C 1.141 -0.958 -0.428
N 0.489 -0.787 -1.601
C -0.893 -0.820 -1.373
H -1.994 -1.188 0.478
H 0.386 -1.419 1.592
H 2.207 -1.026 -0.268
H 0.900 -0.804 -2.516
H -1.611 -0.792 -2.173
C -0.048 3.065 4.484
C -0.935 2.520 3.521
C -0.319 1.383 3.001
N 0.967 1.367 3.459
C 1.140 2.419 4.313
H -0.317 3.940 5.053
H -1.933 2.793 3.214
H -0.706 0.665 2.299
H 1.673 0.708 3.124
H 2.054 2.641 4.840
C 1.452 1.097 -4.440
C 0.117 0.671 -4.469
C -0.654 1.800 -4.314
N 0.158 2.889 -4.163
C 1.468 2.465 -4.276
H 2.320 0.459 -4.505
H -0.151 -0.354 -4.677
H -1.726 1.881 -4.228
H -0.198 3.816 -4.026
H 2.270 3.163 -4.104
C 1.053 4.130 -1.166
C 1.243 5.157 -0.228
C 1.386 4.518 1.001
N 1.398 3.172 0.752
C 1.276 2.900 -0.563
H 0.994 4.285 -2.230
H 1.284 6.217 -0.408
H 1.567 4.935 1.977
H 1.523 2.446 1.443
H 1.322 1.899 -0.962
C 4.175 1.167 2.940
C 3.491 0.406 1.966
C 3.116 -0.760 2.574
N 3.501 -0.760 3.877
C 4.132 0.440 4.121
H 4.529 2.176 2.811
H 3.356 0.741 0.948
H 2.591 -1.640 2.228
H 3.449 -1.557 4.486
H 4.597 0.636 5.073
C 5.806 -0.084 -0.770
C 4.667 0.013 -1.584
C 4.382 1.343 -1.803
N 5.180 2.063 -0.959
C 6.089 1.203 -0.379
H 6.345 -0.926 -0.372
H 4.177 -0.803 -2.097
H 3.593 1.744 -2.416
H 5.264 3.062 -0.923
H 6.722 1.636 0.382
C -3.657 -3.582 -2.709
C -4.395 -2.647 -1.955
C -5.651 -3.150 -1.816
N -5.685 -4.387 -2.425
C -4.429 -4.702 -2.896
H -2.660 -3.421 -3.090
H -3.983 -1.687 -1.687
H -6.553 -2.723 -1.410
H -6.539 -4.897 -2.540
H -4.352 -5.613 -3.465
```

For the HOMO energy, the calculation gives -7.39 eV. The net charge is 0. As for the SMILES: c1cc[nH]c1.c1cc[nH]c1.c1cc[nH]c1.c1cc[nH]c1.c1cc[nH]c1.c1cc[nH]c1.c1cc[nH]c1.c1cc[nH]c1.c1cc[nH]c1.c1cc[nH]c1.c1cc[nH]c1.c1cc[nH]c1. The strongest force on any atom comes out at 2.0 eV Å⁻¹. The relative energy (zero: lowest compared OMol25 entry of this formula, charge and spin) comes out at 4.8 kcal/mol.

These are the Mulliken partial charges, in e, on atoms 1 to 4: 0.8439, -1.5868, -0.5438, 0.0868


Record 2
The following is a quantum chemistry calculation of a 8-piece molecular cluster, C48H60N7O4P overall, from the OMol25 dataset.

The geometry in XYZ format:
```
120
Properties=species:S:1:pos:R:3
C 0.818 4.352 -3.632
C 0.557 3.153 -2.496
C 1.718 3.395 -1.338
C 1.570 2.316 -0.096
C 2.770 2.704 0.982
C 3.483 1.407 1.686
C 4.341 0.446 0.673
P 4.843 1.249 -0.984
C 6.080 0.025 -1.860
C 5.452 -1.471 -2.094
C 5.331 -1.771 -3.724
O 6.441 -1.901 -4.501
O 4.040 -1.872 -4.441
C 5.938 2.831 -0.707
O 5.405 3.829 -1.694
C 6.483 4.209 -2.647
C 7.106 3.235 -3.814
O 6.985 5.461 -2.474
H 0.050 4.308 -4.522
H 0.757 5.364 -3.021
H 1.925 4.286 -4.054
H -0.483 3.368 -2.000
H 0.625 2.084 -2.968
H 1.503 4.485 -0.904
H 2.790 3.434 -1.808
H 0.522 2.563 0.417
H 1.680 1.194 -0.413
H 2.215 3.294 1.859
H 3.504 3.476 0.496
H 2.599 0.731 2.116
H 4.120 1.717 2.637
H 5.337 0.135 1.245
H 3.724 -0.557 0.508
H 6.444 0.569 -2.832
H 7.018 -0.075 -1.129
H 4.461 -1.670 -1.504
H 6.270 -2.244 -1.700
H 4.110 -1.294 -5.265
H 7.082 2.635 -0.926
H 5.729 3.214 0.382
H 7.862 3.867 -4.463
H 7.770 2.416 -3.263
H 6.311 2.699 -4.488
C -4.688 6.331 -2.111
C -3.623 7.085 -2.594
C -2.336 6.681 -2.275
N -2.054 5.597 -1.519
C -3.108 4.886 -1.063
C -4.429 5.208 -1.331
H -5.710 6.615 -2.341
H -3.791 7.965 -3.203
H -1.472 7.234 -2.631
H -2.855 4.022 -0.456
H -5.237 4.600 -0.941
C -9.970 2.969 -1.037
C -8.727 2.699 -1.600
C -7.710 3.623 -1.419
N -7.856 4.775 -0.730
C -9.075 5.011 -0.196
C -10.151 4.147 -0.319
H -10.790 2.268 -1.156
H -8.554 1.790 -2.165
H -6.722 3.455 -1.837
H -9.167 5.945 0.351
H -11.107 4.387 0.132
C 0.905 -5.248 -1.267
C 2.148 -5.519 -1.830
C 3.165 -4.595 -1.650
N 3.019 -3.442 -0.961
C 1.801 -3.206 -0.427
C 0.725 -4.070 -0.550
H 0.085 -5.950 -1.386
H 2.321 -6.427 -2.396
H 4.154 -4.762 -2.067
H 1.709 -2.272 0.120
H -0.231 -3.831 -0.098
C 2.404 -3.478 4.722
C 2.479 -2.174 5.200
C 3.135 -1.229 4.428
N 3.711 -1.502 3.236
C 3.624 -2.777 2.799
C 2.986 -3.789 3.498
H 1.896 -4.246 5.300
H 2.037 -1.900 6.151
H 3.218 -0.197 4.756
H 4.097 -2.970 1.841
H 2.944 -4.796 3.098
C -3.410 -2.099 3.793
C -3.096 -1.590 2.537
C -2.526 -2.445 1.607
N -2.254 -3.746 1.851
C -2.568 -4.211 3.079
C -3.143 -3.435 4.073
H -3.859 -1.459 4.547
H -3.290 -0.553 2.288
H -2.266 -2.097 0.612
H -2.338 -5.259 3.250
H -3.377 -3.862 5.042
C -10.154 2.899 4.494
C -9.839 3.407 3.238
C -9.270 2.552 2.308
N -8.997 1.251 2.551
C -9.312 0.787 3.780
C -9.887 1.562 4.774
H -10.602 3.538 5.248
H -10.034 4.444 2.989
H -9.009 2.901 1.313
H -9.081 -0.261 3.951
H -10.120 1.136 5.742
C 5.039 -10.318 0.162
C 5.912 -9.891 -0.833
C 5.498 -8.873 -1.676
N 4.291 -8.271 -1.591
C 3.464 -8.708 -0.616
C 3.790 -9.716 0.276
H 5.328 -11.113 0.843
H 6.892 -10.341 -0.948
H 6.145 -8.502 -2.466
H 2.500 -8.209 -0.571
H 3.086 -10.026 1.041
```

For the HOMO energy, the calculation gives -7.90 eV. The net charge is 0. As for the SMILES: CCCCCCCP(CCC(=O)O)COC(C)=O.c1ccncc1.c1ccncc1.c1ccncc1.c1ccncc1.c1ccncc1.c1ccncc1.c1ccncc1. The strongest force on any atom comes out at 9.0 eV Å⁻¹.

These are the Mulliken partial charges, in e, on atoms 1 to 4: -0.8573, -0.1444, -0.2382, -0.1544